Below is a molecular structure, C15H23CrN8O3, with properties calculated with the ωB97M-V functional and the def2-TZVPD basis.

XYZ file:
```
50
Properties=species:S:1:pos:R:3:forces:R:3
Cr -0.27315 0.18088 1.10105 -0.64 -0.13 0.60
N -1.87255 1.40103 0.42094 0.00 0.00 0.25
C -3.09843 0.61632 0.67303 -1.80 0.11 0.44
C -3.01933 -0.04280 2.08804 -0.65 0.10 -0.73
O -3.93572 -0.06709 2.90842 0.76 0.37 -0.94
N -1.80657 -0.62649 2.18269 0.28 0.16 0.85
C -1.39381 -0.78601 3.57751 1.25 -0.57 0.07
C -0.17960 0.14327 3.81107 0.18 -0.76 2.34
O 0.51366 -0.01411 4.84703 -1.13 0.75 -2.68
O -0.03413 1.01789 2.85630 0.98 0.08 -0.09
H -1.90094 2.21807 1.03341 0.10 -0.16 0.06
H -1.93979 1.78956 -0.52335 0.29 -0.23 -0.02
H -3.20293 -0.25983 -0.00111 0.21 0.82 -0.04
H -3.99206 1.28453 0.53509 0.66 -0.88 0.30
H -1.09546 -1.82473 3.81209 -0.10 0.40 -0.07
H -2.11380 -0.49232 4.34275 -0.39 -0.07 -0.41
N -2.96113 1.65508 -3.08356 0.88 0.70 -0.13
C -2.19154 0.63511 -3.82987 -0.41 0.78 -1.14
C -1.83201 -0.53409 -2.98116 -0.41 -2.04 1.39
C -0.69490 -0.16875 -2.05409 1.72 -0.86 0.09
N -0.63808 -0.89411 -0.71193 -0.13 0.56 -0.70
H -3.91546 1.36949 -3.01330 -0.65 -0.14 0.06
H -2.95590 2.58563 -3.55099 0.19 -1.17 0.40
H -1.25088 1.09273 -4.14343 -0.19 0.15 -0.28
H -2.74239 0.29615 -4.72517 0.29 0.11 0.19
H -1.60247 -1.48475 -3.52215 -0.05 0.93 -0.05
H -2.69156 -0.83948 -2.34105 0.17 0.34 -0.32
H -0.76676 0.85969 -1.81126 -0.17 0.99 0.02
H 0.33822 -0.27682 -2.56250 -1.70 -0.06 0.79
H 0.10148 -1.55264 -0.79947 0.65 -0.81 0.13
H -1.47649 -1.42163 -0.50386 -0.24 -0.13 -0.27
N 1.21864 -1.35768 1.87317 0.03 -1.50 -2.73
C 2.58105 -1.19517 1.40569 -0.49 0.04 -0.19
C 3.01804 -1.77432 0.23308 0.18 -1.66 -0.97
C 4.34756 -1.58966 -0.20809 -1.31 -0.55 -0.13
C 5.13936 -0.75072 0.52622 0.94 0.51 -0.95
C 4.64723 -0.08442 1.61203 0.74 0.81 1.59
C 3.40217 -0.37175 2.12158 -0.31 1.24 0.72
H 1.03743 -2.37339 1.82253 -0.47 0.69 -0.15
H 1.18707 -1.16221 2.82230 0.15 0.53 2.42
H 2.37701 -2.54234 -0.27482 0.50 0.95 0.30
H 4.73777 -2.06387 -1.11802 -0.37 0.11 0.50
H 6.13861 -0.52457 0.18121 0.09 -0.05 0.02
H 5.28606 0.65692 2.12153 -0.40 -0.52 -0.23
H 2.98900 0.12957 3.01479 0.43 -0.23 -0.47
N 0.61465 2.64575 -3.95513 0.27 0.07 0.38
C 1.26400 2.25283 -3.07576 -0.63 -0.02 -0.89
N 2.00876 1.68766 -2.15362 0.55 -0.19 -0.05
C 1.50146 1.38060 -1.03746 0.21 0.72 0.91
N 1.12863 1.17697 0.05759 -0.03 -0.25 -0.20
```
Positions in Å, forces in eV/Å.

Results
<S²>: 3.779
E_tot in eV: -62414.8760
Spin multiplicity: 4
Max |F| in eV/Å: 3.1
ΔE to the lowest compared entry with this formula, charge and spin in kJ/mol: 53.61
Frontier orbital gap (spin up / spin down) in eV: 8.759 / 8.895

---

Below is a single C15H23FN2 molecule, with properties calculated with the ωB97M-V functional and the def2-TZVPD basis.

XYZ file:
```
41
Properties=species:S:1:pos:R:3:forces:R:3
C 2.37089 -2.35613 3.90936 -0.34 0.04 0.11
H 3.11017 -2.79834 4.57229 0.13 -0.05 0.03
H 2.22726 -3.02744 3.06602 0.05 -0.06 -0.11
H 2.76180 -1.41056 3.54075 0.09 0.09 -0.06
C 1.05794 -2.14247 4.67588 0.15 0.00 0.04
N -0.03244 -1.53383 3.94687 -0.08 -0.09 -0.09
C 0.19072 -0.16562 3.49931 -0.04 0.21 -0.10
C 0.35612 -0.05117 1.98459 -0.26 0.06 0.23
H 0.59508 0.97465 1.70540 0.06 0.01 -0.07
H 1.18436 -0.68183 1.65746 0.07 -0.04 -0.04
C -0.92837 -0.50127 1.27169 0.07 -0.04 0.19
N -0.58415 -0.91065 -0.07574 0.14 -0.04 -0.06
H -0.06843 -1.78513 -0.05246 0.03 0.03 0.01
C -1.66442 -0.99451 -1.03196 -0.10 -0.30 -0.18
H -2.29978 -1.88852 -0.90275 -0.01 0.15 0.03
C -1.09802 -0.99261 -2.46156 -0.18 0.18 0.33
C -0.45161 0.32734 -2.76389 -0.02 -0.14 -0.13
C 0.82419 0.60962 -2.29006 -0.02 0.09 -0.12
C 1.40950 1.84157 -2.51634 0.03 0.22 -0.10
C 0.70287 2.79220 -3.22892 -0.10 -0.09 0.01
C -0.56674 2.54313 -3.71398 0.19 0.24 0.02
C -1.13731 1.30613 -3.47200 0.12 -0.08 0.08
H -2.13110 1.10100 -3.84312 -0.11 -0.04 -0.05
H -1.09061 3.30706 -4.26675 -0.03 0.09 -0.05
F 1.26985 3.99882 -3.45932 -0.04 -0.09 0.02
H 2.39811 2.07123 -2.15100 0.10 0.04 0.02
H 1.35796 -0.14009 -1.72890 0.07 -0.05 0.03
H -1.91188 -1.18296 -3.16269 0.04 -0.08 -0.05
H -0.36677 -1.79814 -2.55119 -0.04 -0.09 -0.06
H -2.29831 -0.11304 -0.90054 -0.03 -0.05 -0.02
C -1.63004 -1.59334 2.11210 0.12 -0.01 -0.05
C -0.61712 -2.38566 2.92827 -0.22 -0.10 0.08
H 0.13515 -2.81809 2.24527 -0.01 -0.04 0.00
H -1.11210 -3.22000 3.43862 0.08 -0.03 -0.14
H -2.34653 -1.13784 2.79561 -0.08 -0.03 0.06
H -2.18054 -2.26743 1.45279 -0.06 0.04 0.01
H -1.60307 0.35664 1.17390 0.06 -0.05 0.02
H 1.06943 0.23942 4.00484 -0.04 0.02 0.04
H -0.67214 0.44096 3.80590 0.14 0.13 -0.02
H 0.69774 -3.10900 5.04143 0.04 0.04 0.09
H 1.25570 -1.51089 5.54751 0.00 -0.12 0.04
```
Positions in Å, forces in eV/Å.

Results
E_tot in eV: -21625.7097
SMILES string: CCN1CCC(NCCc2ccc(F)cc2)CC1
Max |F| in eV/Å: 0.4
ΔE to the lowest compared entry with this formula, charge and spin in kJ/mol: 34.07
Frontier orbital gap in eV: 8.914

---

Below is 2 unconnected molecules or ions with the total composition C15H23N4, with properties calculated with the ωB97M-V functional and the def2-TZVPD basis.

XYZ file:
```
42
Properties=species:S:1:pos:R:3:forces:R:3
C -0.38128 2.52954 0.85806 0.41 0.28 0.06
N -1.49520 1.81201 0.20267 -0.02 -2.57 0.13
C -2.31701 2.56149 -0.70554 -0.67 0.97 -0.71
C -3.26307 3.46956 -0.21471 0.16 -0.19 -0.02
C -3.95982 4.28556 -1.11233 0.21 -0.27 -0.13
C -3.67757 4.21664 -2.48504 0.16 -0.18 0.16
C -2.71125 3.32107 -2.96495 -0.19 -0.08 0.28
C -2.04436 2.47450 -2.07525 0.07 -0.03 0.28
C -1.62504 0.51485 0.37677 -1.30 2.94 0.16
H -0.23222 3.48460 0.33530 -0.04 -0.41 0.23
H -0.62232 2.71544 1.91542 0.00 -0.07 -0.42
H 0.52478 1.91068 0.79449 -0.31 0.17 0.08
H -3.44720 3.51457 0.86312 0.00 0.08 -0.40
H -4.72093 4.97200 -0.73406 0.29 -0.23 -0.17
H -4.21551 4.85939 -3.18548 0.21 -0.20 0.26
H -2.47268 3.26590 -4.02928 -0.16 0.05 0.36
H -1.28787 1.75768 -2.41301 -0.27 0.35 0.00
H -2.53997 0.03220 0.01028 0.51 0.23 -0.34
H -0.88115 0.00732 1.00416 0.43 -0.58 0.14
C 1.51484 -2.49255 3.08288 -0.08 -0.57 0.58
C 0.98554 -1.11107 2.80356 -0.05 0.16 0.01
N 0.44852 -1.02665 1.47060 0.59 0.12 -1.10
C 1.12011 -1.62489 0.51477 -0.16 -0.16 1.16
N 2.14603 -2.48897 0.72936 -0.08 0.31 -0.34
C 2.55390 -2.88082 2.06347 0.38 0.30 0.23
C 2.79683 -3.22078 -0.33741 -0.30 -0.42 0.09
C 2.66932 -2.50967 -1.65737 0.61 -0.03 -0.37
C 1.24855 -2.08199 -1.92252 -0.34 -0.20 -0.16
N 0.76232 -1.36485 -0.77532 -0.47 0.62 0.35
H 1.95888 -2.53818 4.07875 -0.06 -0.10 0.00
H 0.69771 -3.21619 3.04079 -0.09 0.08 0.09
H 0.15696 -0.85999 3.47224 0.32 0.00 0.24
H 1.79911 -0.37392 2.94444 -0.27 -0.10 0.06
H 3.50638 -2.38420 2.30430 -0.06 -0.16 -0.10
H 2.73741 -3.96227 2.06111 -0.08 0.16 0.06
H 3.84503 -3.36781 -0.04847 -0.16 0.05 -0.19
H 2.32933 -4.21755 -0.41335 0.20 0.09 0.03
H 3.33936 -1.64700 -1.67860 -0.07 0.03 -0.02
H 2.98471 -3.20451 -2.43397 0.09 0.11 -0.14
H 1.20032 -1.39702 -2.77154 0.02 -0.25 -0.09
H 0.62430 -2.96619 -2.12746 0.10 0.17 -0.10
H -0.05576 -0.76790 -0.84085 0.49 -0.44 -0.24
```
Positions in Å, forces in eV/Å.

Results
E_tot in eV: -21881.9035
Max |F| in eV/Å: 3.2
ΔE to the lowest compared entry with this formula, charge and spin in kJ/mol: 0.00
Frontier orbital gap in eV: 6.948
Total charge: +1

---

Below is a single C15H23NO2 molecule, with properties calculated with the ωB97M-V functional and the def2-TZVPD basis.

XYZ file:
```
41
Properties=species:S:1:pos:R:3:forces:R:3
C 2.32697 1.08183 3.69211 -0.16 0.04 -0.38
C 2.19474 1.46202 2.22190 0.45 0.13 0.36
H 3.00320 0.99832 1.64398 -0.12 0.09 -0.02
H 2.24802 2.54718 2.10065 0.05 -0.13 -0.02
O 0.92650 1.10468 1.68805 -0.34 -0.43 -0.25
C 0.71581 -0.25506 1.55091 0.11 0.14 0.00
C -0.29562 -0.83734 2.30438 0.10 0.10 -0.09
C -0.54556 -2.19451 2.23638 -0.05 -0.04 0.06
C 0.23922 -2.99547 1.42406 -0.05 -0.06 -0.02
C 1.22534 -2.42541 0.64305 0.12 0.19 -0.03
C 1.45616 -1.05147 0.66356 0.02 0.00 0.10
O 2.44649 -0.56626 -0.15726 -0.13 -0.22 0.42
C 2.09348 0.50735 -1.02001 -0.35 0.29 -0.65
C 1.23615 0.03797 -2.21440 0.34 0.00 0.28
N -0.07916 -0.47572 -1.90477 -0.10 -0.45 0.19
H 0.00358 -1.27328 -1.28359 -0.05 0.10 -0.09
C -1.03927 0.47772 -1.36666 0.08 0.11 0.06
C -1.54564 1.39946 -2.49770 -0.01 0.19 0.14
C -3.07137 1.35287 -2.42076 0.00 -0.07 -0.10
C -3.34734 -0.06381 -1.93158 -0.05 0.08 0.12
H -4.36081 -0.19433 -1.55439 -0.06 -0.07 -0.05
H -3.17890 -0.77329 -2.74201 -0.04 -0.06 -0.06
C -2.28984 -0.25579 -0.84756 0.04 -0.03 -0.10
H -2.08438 -1.30662 -0.64687 0.05 -0.06 0.12
H -2.62370 0.20604 0.08242 -0.01 -0.02 0.06
H -3.54056 1.57074 -3.37930 -0.06 0.09 0.00
H -3.43455 2.07446 -1.68670 -0.07 0.05 0.02
H -1.15945 2.41407 -2.41003 0.05 0.06 -0.08
H -1.21520 0.98101 -3.44868 0.06 0.01 -0.04
H -0.60836 1.07658 -0.54904 -0.02 -0.04 -0.08
H 1.12716 0.88510 -2.89681 0.08 0.00 -0.08
H 1.77795 -0.75805 -2.73392 0.07 0.14 -0.05
H 1.57538 1.30147 -0.47606 0.11 -0.08 0.03
H 3.04550 0.89488 -1.39097 -0.09 0.00 0.02
H 1.83109 -3.02761 -0.01734 0.07 -0.04 -0.09
H 0.07334 -4.06133 1.38417 -0.02 -0.09 -0.01
H -1.33552 -2.62696 2.83097 -0.07 -0.03 0.06
H -0.87157 -0.19781 2.95564 -0.04 0.10 0.06
H 1.52746 1.53776 4.27121 -0.05 0.04 0.09
H 3.28349 1.42743 4.07419 0.12 0.01 0.07
H 2.26975 0.00119 3.80880 0.04 -0.06 0.07
```
Positions in Å, forces in eV/Å.

Results
E_tot in eV: -21512.6917
SMILES string: CCOc1ccccc1OCCNC1CCCC1
Max |F| in eV/Å: 0.8
ΔE to the lowest compared entry with this formula, charge and spin in kJ/mol: 175.20
Frontier orbital gap in eV: 9.099

---

Below is a single C15H23NO3 molecule, with properties calculated with the ωB97M-V functional and the def2-TZVPD basis.

XYZ file:
```
42
Properties=species:S:1:pos:R:3:forces:R:3
C 0.26719 3.81930 5.09232 0.06 0.06 0.22
H 0.73455 4.80762 5.16006 -0.01 -0.05 -0.01
O 0.07211 3.42783 3.75744 0.10 -0.10 -0.41
C 1.16526 3.30597 2.95267 -0.18 -0.05 -0.06
C 2.47430 3.51887 3.34860 -0.22 0.02 0.14
C 3.51790 3.36497 2.44534 0.11 -0.03 -0.14
C 3.25518 2.99926 1.14406 0.16 0.03 0.09
C 1.94708 2.78075 0.73098 -0.28 -0.01 -0.04
C 0.89464 2.92950 1.61721 -0.12 0.06 0.18
O -0.42989 2.76590 1.32445 0.27 0.03 0.37
C -0.80602 2.28058 0.06109 -0.09 -0.36 -0.50
C -0.57797 0.77046 -0.07552 0.10 0.14 0.25
O -0.90586 0.40529 -1.39587 -0.09 0.27 0.06
C -0.57459 -0.92419 -1.73166 -0.13 -0.32 -0.04
C -1.46953 -1.97395 -1.03027 0.10 0.26 0.06
N -1.55234 -3.25959 -1.67189 0.20 -0.10 -0.15
C -0.31262 -3.99712 -1.83049 0.07 -0.14 0.09
C -0.70997 -5.11788 -2.78242 0.12 0.13 0.03
H -1.29573 -5.86377 -2.24611 0.02 -0.06 0.05
H 0.14678 -5.60205 -3.24681 0.02 -0.06 0.01
C -1.59278 -4.37601 -3.78517 -0.03 0.01 0.08
H -0.96952 -3.88862 -4.53650 0.00 -0.01 -0.03
H -2.29259 -5.03458 -4.29555 0.00 0.02 -0.08
C -2.30421 -3.32600 -2.92267 -0.38 0.01 -0.03
H -2.35641 -2.35914 -3.43669 -0.02 -0.01 0.00
H -3.32933 -3.63394 -2.68615 -0.01 0.11 -0.16
H 0.49480 -3.39479 -2.27777 0.03 -0.05 0.01
H 0.02439 -4.35957 -0.85630 0.11 0.01 -0.02
H -1.10720 -2.14073 -0.01090 -0.10 0.11 0.03
H -2.48269 -1.56590 -0.97150 0.04 0.08 0.10
H 0.48536 -1.11357 -1.50552 -0.07 0.04 -0.08
H -0.71957 -0.97973 -2.81372 0.09 -0.10 0.05
H -1.20498 0.24335 0.65606 0.07 0.06 -0.03
H 0.47434 0.52608 0.13832 -0.11 0.00 0.00
H -1.87501 2.48973 -0.02277 0.14 0.01 -0.05
H -0.28985 2.80457 -0.75179 -0.05 -0.02 0.07
H 1.76577 2.49829 -0.29376 -0.09 -0.05 -0.09
H 4.06091 2.87868 0.43612 0.07 -0.01 -0.06
H 4.53228 3.53388 2.77287 0.09 0.01 0.02
H 2.69822 3.80546 4.36374 -0.05 0.03 0.11
H 0.87503 3.09290 5.64286 -0.01 0.04 -0.03
H -0.72743 3.86191 5.53356 0.09 0.01 0.02
```
Positions in Å, forces in eV/Å.

Results
E_tot in eV: -23559.0991
SMILES string: COc1ccccc1OCCOCCN1CCCC1
Max |F| in eV/Å: 0.6
ΔE to the lowest compared entry with this formula, charge and spin in kJ/mol: 367.96
Frontier orbital gap in eV: 8.969